Arrangement P

Molecular formula: C5H22NO8
Method: DFT, ωB97M-V/def2-TZVPD

```
! RIJCOSX wB97M-V def2-TZVPD def2/J DEFGRID3
* xyz -1 1
C 1.116 0.434 3.082
C -0.039 0.811 2.206
N -0.670 0.002 1.351
C -1.465 0.558 0.101
C -0.209 -1.369 1.135
C 1.188 -1.155 0.102
O 0.832 -0.306 -0.836
O -0.302 2.036 2.300
H 0.839 -0.522 3.482
H 2.008 0.457 2.638
H 1.270 1.144 3.906
H -2.383 1.051 0.212
H -1.584 -0.307 -0.642
H -0.792 1.278 -0.446
H 0.076 -1.842 2.054
H -0.823 -2.076 0.626
H 1.613 -2.103 -0.106
H 2.013 -0.722 0.625
H -1.659 -1.941 -2.677
H -2.112 -3.246 -2.048
O -2.502 -2.480 -2.459
H 1.718 2.563 1.118
H 2.217 2.863 -0.257
O 2.477 2.644 0.607
H 2.513 -0.804 -2.779
H 2.944 0.072 -1.544
O 3.266 -0.250 -2.342
H -3.656 -1.114 -0.218
H -3.657 -1.461 -1.554
O -3.874 -0.687 -0.983
H 0.266 -0.808 -1.677
H 0.103 -0.826 -3.437
O -0.137 -1.434 -2.803
H -0.181 2.458 0.250
H -0.317 3.729 0.933
O -0.099 3.353 0.078
*
```

## Properties
HOMO energy (eV): -5.4
Kohn-Sham gap (eV): 8.55

Electronic structure analysis, natural (NBO) charges in units of e:
1. C -0.687
2. C 0.677
3. N -0.427
4. C -0.401
5. C -0.276
6. C -0.015
7. O -0.817
8. O -0.730
9. H 0.204
10. H 0.236
11. H 0.230
12. H 0.209
13. H 0.249
14. H 0.206
15. H 0.180
16. H 0.203
17. H 0.135
18. H 0.139
19. H 0.525
20. H 0.457
21. O -1.025
22. H 0.474
23. H 0.479
24. O -0.956
25. H 0.488
26. H 0.482
27. O -0.974
28. H 0.441
29. H 0.499
30. O -0.964
31. H 0.497
32. H 0.440
33. O -1.168
34. H 0.467
35. H 0.480
36. O -0.956

Arrangement Q

Molecular formula: C5H22NO8
Method: DFT, ωB97M-V/def2-TZVPD

```
! RIJCOSX wB97M-V def2-TZVPD def2/J DEFGRID3
* xyz -1 1
O 1.457 3.162 1.762
C 1.244 2.431 0.873
C 0.407 1.176 0.772
C -0.911 1.382 1.648
C -1.956 0.739 0.799
C -1.827 -0.950 0.861
O -1.001 -1.483 0.046
N 0.334 0.936 -0.667
H 1.595 2.624 -0.352
H 0.814 0.194 1.390
H -1.043 2.372 1.723
H -0.755 0.826 2.700
H -2.085 1.142 -0.245
H -2.844 1.092 1.214
H -2.920 -1.386 0.813
H -1.570 -1.000 2.041
H -0.298 0.212 -1.032
H 1.336 0.843 -0.995
H -0.447 2.084 -1.812
H 0.631 2.742 -2.521
O -0.333 2.828 -2.492
H 1.872 -1.548 -2.026
H 1.581 -1.576 -0.630
O 2.098 -1.085 -1.265
H -0.057 -2.734 -1.548
H -0.847 -2.501 -2.843
O -0.059 -2.376 -2.413
H 1.855 -0.490 2.269
H 2.090 -0.109 3.619
O 2.339 -0.704 2.978
H -0.177 -3.241 1.139
H 0.536 -2.104 0.562
O 0.619 -3.085 0.593
H -1.673 -0.803 -1.709
H -2.967 -1.711 -1.919
O -2.458 -1.026 -2.321
*
```

## Properties
HOMO energy (eV): -4.7
Kohn-Sham gap (eV): 7.96

Electronic structure analysis, natural (NBO) charges in units of e:
1. O -0.534
2. C 0.495
3. C -0.145
4. C -0.373
5. C -0.483
6. C 0.039
7. O -0.947
8. N -0.907
9. H 0.043
10. H 0.148
11. H 0.194
12. H 0.198
13. H 0.202
14. H 0.190
15. H 0.086
16. H 0.052
17. H 0.424
18. H 0.414
19. H 0.492
20. H 0.447
21. O -0.983
22. H 0.484
23. H 0.471
24. O -0.950
25. H 0.503
26. H 0.480
27. O -0.985
28. H 0.451
29. H 0.455
30. O -0.908
31. H 0.478
32. H 0.479
33. O -0.984
34. H 0.505
35. H 0.464
36. O -0.993

arrangement P comes first in stability; the runner-up is 0.0767 hartree higher.

Arrangement P

Molecular formula: C4H12NO
Method: DFT, ωB97M-V/def2-TZVPD

```
! RIJCOSX wB97M-V def2-TZVPD def2/J DEFGRID3
* xyz 0 2
C -1.596 -1.902 0.097
C -0.545 -0.823 0.211
C -0.753 0.483 0.125
C -1.951 1.266 -0.276
O 1.415 1.837 -0.120
N 3.257 -0.546 0.341
H -1.348 -2.787 0.674
H -1.788 -2.037 -0.964
H -2.515 -1.557 0.587
H 0.483 -1.128 0.393
H 0.235 1.097 0.098
H -2.886 0.706 -0.161
H -1.989 1.535 -1.338
H -2.011 2.197 0.284
H 1.519 2.523 -0.805
H 2.780 0.354 0.245
H 3.891 -0.553 1.111
H 3.802 -0.666 -0.502
*
```

## Properties
HOMO energy (alpha / beta) (eV): -9.3 / -9.2
Kohn-Sham gap (alpha / beta) (eV): 10.29 / 7.11

Electronic structure analysis, natural (NBO) charges in units of e:
1. C -0.653
2. C -0.189
3. C -0.112
4. C -0.668
5. O -0.650
6. N -1.091
7. H 0.224
8. H 0.224
9. H 0.212
10. H 0.233
11. H 0.261
12. H 0.220
13. H 0.222
14. H 0.222
15. H 0.453
16. H 0.386
17. H 0.354
18. H 0.351

Arrangement Q

Molecular formula: C4H12NO
Method: DFT, ωB97M-V/def2-TZVPD

```
! RIJCOSX wB97M-V def2-TZVPD def2/J DEFGRID3
* xyz 0 2
C 3.025 -0.786 0.623
C 2.395 0.355 -0.114
C 1.192 0.193 -0.781
C 0.539 1.207 -1.460
N -4.411 -0.931 0.420
H 3.478 -1.482 -0.079
H 2.283 -1.370 1.165
H 2.799 1.360 -0.055
H 3.715 -0.419 1.372
H 0.823 -0.828 -0.820
H -0.311 0.969 -2.082
H 1.104 2.124 -1.552
H -3.564 -0.543 0.803
H -4.312 -1.302 -0.511
H -4.749 -1.655 1.044
H -0.948 0.902 0.012
H -1.511 1.510 1.263
O -1.549 0.695 0.750
*
```

## Properties
HOMO energy (alpha / beta) (eV): -7.9 / -9.3
Kohn-Sham gap (alpha / beta) (eV): 8.83 / 8.85

Electronic structure analysis, natural (NBO) charges in units of e:
1. C -0.667
2. C -0.101
3. C -0.264
4. C -0.419
5. N -1.095
6. H 0.226
7. H 0.223
8. H 0.186
9. H 0.221
10. H 0.204
11. H 0.207
12. H 0.196
13. H 0.385
14. H 0.357
15. H 0.352
16. H 0.478
17. H 0.467
18. O -0.957

arrangement Q comes first in stability; the runner-up is 0.0635 hartree higher.

Arrangement P

Molecular formula: C2H3N2OS
Method: DFT, ωB97M-V/def2-TZVPD

```
! RIJCOSX wB97M-V def2-TZVPD def2/J DEFGRID3
* xyz -1 1
C -1.195 -0.129 0.225
C 0.148 -0.846 0.250
N -2.358 -0.672 0.026
N 0.057 -1.659 1.443
O 0.949 -1.384 2.270
S -2.649 -2.297 0.234
H -1.324 0.978 0.375
H 0.178 -1.523 -0.724
H 1.047 -0.216 0.296
*
```

## Properties
HOMO energy (alpha / beta) (eV): -2.3 / -2.3
Kohn-Sham gap (alpha / beta) (eV): 6.11 / 6.11
SMILES: O=NC/C=N\[S-]

Electronic structure analysis, natural (NBO) charges in units of e:
1. C -0.079
2. C -0.389
3. N -0.547
4. N 0.173
5. O -0.383
6. S -0.349
7. H 0.164
8. H 0.221
9. H 0.189

Arrangement Q

Molecular formula: C2H3N2OS
Method: DFT, ωB97M-V/def2-TZVPD

```
! RIJCOSX wB97M-V def2-TZVPD def2/J DEFGRID3
* xyz -1 1
C 1.369 -1.466 -0.161
C -1.034 1.212 0.069
N 0.374 -0.509 -0.394
N 0.298 0.624 0.053
O 2.333 -1.697 -0.863
S 0.628 -2.254 1.209
H -1.496 1.065 -0.946
H -0.979 2.383 0.103
H -1.492 0.642 0.931
*
```

## Properties
HOMO energy (eV): -3.4
Kohn-Sham gap (eV): 7.24
SMILES: C/N=N/C([O-])=S

Electronic structure analysis, natural (NBO) charges in units of e:
1. C 0.476
2. C -0.468
3. N -0.223
4. N -0.221
5. O -0.641
6. S -0.514
7. H 0.179
8. H 0.182
9. H 0.228

arrangement Q comes first in stability; the runner-up is 0.0863 hartree higher.

Arrangement P

Molecular formula: C24H36Cl6F4O21
Method: DFT, ωB97M-V/def2-TZVPD

```
! RIJCOSX wB97M-V def2-TZVPD def2/J DEFGRID3
* xyz 0 1
C 4.212 5.299 3.930
O 4.975 4.530 3.019
C 4.346 3.491 2.464
O 3.242 3.104 2.734
O 5.194 2.961 1.581
C 4.890 1.734 0.912
H 4.893 6.005 4.396
H 3.802 4.655 4.700
H 3.441 5.871 3.417
H 4.115 1.125 1.377
H 5.824 1.176 0.929
H 4.604 1.924 -0.116
C -2.809 -0.274 -1.890
O -2.188 0.848 -1.296
C -1.034 0.723 -0.682
O -0.225 -0.137 -0.851
O -0.927 1.684 0.235
C -0.213 1.381 1.401
H -3.825 0.006 -2.161
H -2.827 -1.260 -1.429
H -2.367 -0.451 -2.880
H 0.288 2.240 1.838
H 0.594 0.650 1.293
H -0.890 0.931 2.130
C 4.209 -6.081 -1.094
O 3.228 -5.066 -1.328
C 3.621 -3.839 -1.021
O 4.706 -3.497 -0.674
O 2.560 -3.044 -1.170
C 2.592 -1.742 -0.640
H 3.745 -7.028 -1.344
H 4.451 -6.096 -0.031
H 5.096 -5.914 -1.698
H 3.367 -1.070 -1.020
H 2.701 -1.738 0.446
H 1.648 -1.249 -0.858
C 1.616 -3.824 2.177
C 0.889 -4.465 3.339
O 0.545 -3.335 4.128
C 0.347 -2.312 3.261
O -0.250 -1.325 3.478
O 0.843 -2.611 2.051
F 1.681 -5.321 4.056
H 1.526 -4.367 1.239
H 2.669 -3.612 2.365
H -0.041 -4.977 3.084
C 1.856 2.842 -1.702
C 1.888 3.351 -3.119
O 3.265 3.333 -3.397
C 3.911 3.623 -2.218
O 5.050 3.902 -2.129
O 3.058 3.459 -1.167
F 1.405 4.654 -3.212
H 2.045 1.763 -1.717
H 0.947 3.008 -1.134
H 1.327 2.768 -3.848
C 0.170 1.256 5.067
C -0.178 2.697 5.427
O 0.069 2.745 6.820
C 0.105 1.482 7.321
O 0.133 1.217 8.462
O 0.134 0.576 6.317
F -1.510 2.985 5.261
H 1.143 1.232 4.579
H -0.613 0.855 4.431
H 0.413 3.434 4.897
C -7.253 0.212 -2.877
C -8.523 -0.530 -3.318
O -8.398 -1.782 -2.756
C -7.111 -1.974 -2.300
O -6.741 -2.973 -1.797
O -6.384 -0.868 -2.514
F -8.512 -0.670 -4.694
H -7.396 0.896 -2.047
H -6.771 0.713 -3.713
H -9.440 -0.022 -3.041
C -3.000 -0.481 -6.928
Cl -3.879 -0.862 -5.425
Cl -1.934 0.895 -6.709
H -2.422 -1.352 -7.212
H -3.738 -0.285 -7.696
C -4.370 2.725 0.169
Cl -4.533 1.380 1.314
Cl -5.480 2.527 -1.184
H -4.585 3.652 0.686
H -3.347 2.751 -0.185
C 0.201 -4.125 -3.346
Cl -0.554 -5.561 -2.593
Cl -0.959 -2.859 -3.641
H 0.987 -3.803 -2.673
H 0.659 -4.489 -4.258
*
```

## Properties
HOMO energy (eV): -11.0
Kohn-Sham gap (eV): 11.09
SMILES: O=C1OC[C@@H](F)O1.O=C1OC[C@@H](F)O1.O=C1OC[C@@H](F)O1.O=C1OC[C@@H](F)O1.COC(=O)OC.COC(=O)OC.COC(=O)OC.ClCCl.ClCCl.ClCCl

Electronic structure analysis, Löwdin charges in units of e:
1. C -0.045
2. O 0.008
3. C -0.605
4. O 0.107
5. O 0.016
6. C -0.024
7. H 0.095
8. H 0.091
9. H 0.100
10. H 0.090
11. H 0.100
12. H 0.070
13. C -0.060
14. O -0.005
15. C -0.619
16. O 0.133
17. O -0.013
18. C -0.048
19. H 0.066
20. H 0.108
21. H 0.038
22. H 0.094
23. H 0.094
24. H 0.086
25. C -0.024
26. O -0.008
27. C -0.642
28. O 0.155
29. O -0.022
30. C -0.046
31. H 0.095
32. H 0.100
33. H 0.100
34. H 0.099
35. H 0.088
36. H 0.068
37. C -0.036
38. C -0.286
39. O 0.147
40. C -0.559
41. O 0.187
42. O 0.063
43. F 0.071
44. H 0.139
45. H 0.149
46. H 0.178
47. C -0.035
48. C -0.286
49. O 0.128
50. C -0.545
51. O 0.203
52. O 0.051
53. F 0.047
54. H 0.140
55. H 0.134
56. H 0.171
57. C -0.073
58. C -0.282
59. O 0.130
60. C -0.563
61. O 0.196
62. O 0.088
63. F 0.056
64. H 0.139
65. H 0.109
66. H 0.161
67. C -0.076
68. C -0.300
69. O 0.137
70. C -0.538
71. O 0.196
72. O 0.048
73. F 0.042
74. H 0.084
75. H 0.135
76. H 0.166
77. C -1.016
78. Cl 0.509
79. Cl 0.513
80. H 0.025
81. H 0.026
82. C -0.995
83. Cl 0.529
84. Cl 0.570
85. H 0.029
86. H 0.004
87. C -1.022
88. Cl 0.488
89. Cl 0.559
90. H -0.006
91. H 0.028

Arrangement Q

Molecular formula: C24H36Cl6F4O21
Method: DFT, ωB97M-V/def2-TZVPD

```
! RIJCOSX wB97M-V def2-TZVPD def2/J DEFGRID3
* xyz 0 1
C -1.000 -0.468 7.383
O -0.249 -1.547 6.993
C -0.377 -2.101 5.807
O -1.124 -1.725 4.875
O 0.595 -3.109 5.746
C 1.051 -3.642 4.473
H -1.745 -0.806 8.104
H -1.466 0.019 6.527
H -0.322 0.205 7.908
H 0.871 -2.926 3.672
H 0.706 -4.656 4.268
H 2.035 -4.095 4.594
C -0.141 -9.757 -3.782
O -0.438 -8.443 -3.902
C 0.309 -7.555 -3.274
O 1.372 -7.842 -2.751
O -0.347 -6.438 -3.245
C 0.109 -5.355 -2.493
H -0.934 -10.259 -4.336
H -0.472 -10.083 -2.795
H 0.884 -10.083 -3.958
H -0.691 -4.760 -2.053
H 0.522 -4.636 -3.200
H 0.909 -5.644 -1.812
C 1.428 4.395 -8.318
O 1.559 3.660 -7.092
C 1.112 4.163 -5.792
O 0.774 5.301 -5.606
O 1.195 3.162 -4.790
C 1.509 1.817 -5.072
H 1.550 5.472 -8.200
H 0.425 4.181 -8.686
H 2.151 4.065 -9.064
H 0.653 1.264 -5.458
H 1.809 1.284 -4.170
H 2.246 1.733 -5.870
C -0.819 2.121 1.674
C -1.866 1.549 0.784
O -1.307 0.300 0.564
C 0.013 0.378 0.616
O 0.789 -0.463 0.298
O 0.261 1.712 0.929
F -1.983 2.214 -0.398
H -0.769 1.709 2.681
H -1.006 3.193 1.734
H -2.871 1.455 1.197
C -4.813 7.830 4.413
C -6.149 7.075 4.224
O -5.749 5.742 4.609
C -4.371 5.698 4.688
O -3.648 4.742 4.942
O -3.859 6.788 4.229
F -6.495 7.076 2.932
H -4.633 8.242 5.406
H -4.639 8.667 3.737
H -6.971 7.447 4.836
C 6.127 -1.614 0.299
C 7.246 -2.680 0.359
O 8.184 -2.184 1.269
C 7.921 -0.887 1.399
O 8.685 -0.087 1.958
O 6.788 -0.523 0.788
F 7.734 -2.642 -0.915
H 5.242 -1.783 0.913
H 5.704 -1.524 -0.701
H 7.025 -3.720 0.597
C -4.614 -3.929 0.338
C -5.343 -4.214 -1.028
O -5.283 -5.582 -0.946
C -4.283 -6.041 -0.204
O -3.911 -7.193 -0.124
O -3.803 -5.033 0.508
F -4.437 -3.725 -1.866
H -5.297 -3.934 1.187
H -4.126 -2.956 0.285
H -6.283 -3.685 -1.184
C 5.059 2.770 3.641
Cl 5.015 1.299 4.596
Cl 4.011 4.017 4.361
H 6.049 3.207 3.510
H 4.666 2.533 2.652
C 3.244 6.324 -0.833
Cl 4.629 6.264 0.320
Cl 1.709 6.551 -0.027
H 3.350 7.197 -1.477
H 3.099 5.414 -1.416
C -3.839 1.972 -5.287
Cl -5.410 2.596 -4.873
Cl -3.677 1.851 -7.053
H -3.079 2.675 -4.947
H -3.694 0.998 -4.819
*
```

## Properties
HOMO energy (eV): -10.7
Kohn-Sham gap (eV): 10.71
SMILES: O=C1OC[C@@H](F)O1.O=C1OC[C@@H](F)O1.O=C1OC[C@@H](F)O1.O=C1OC[C@@H](F)O1.COC(=O)OC.COC(=O)OC.COC(=O)OC.ClCCl.ClCCl.ClCCl

Electronic structure analysis, Löwdin charges in units of e:
1. C -0.060
2. O 0.004
3. C -0.504
4. O 0.069
5. O -0.032
6. C -0.038
7. H 0.101
8. H 0.097
9. H 0.102
10. H 0.095
11. H 0.083
12. H 0.085
13. C -0.094
14. O 0.011
15. C -0.618
16. O 0.112
17. O 0.035
18. C -0.040
19. H 0.100
20. H 0.102
21. H 0.106
22. H 0.094
23. H 0.094
24. H 0.100
25. C -0.057
26. O -0.096
27. C -0.417
28. O 0.140
29. O -0.032
30. C -0.079
31. H 0.089
32. H 0.091
33. H 0.089
34. H 0.088
35. H 0.095
36. H 0.089
37. C -0.106
38. C -0.323
39. O 0.140
40. C -0.523
41. O 0.186
42. O 0.066
43. F 0.080
44. H 0.153
45. H 0.152
46. H 0.174
47. C -0.039
48. C -0.282
49. O 0.118
50. C -0.561
51. O 0.134
52. O 0.092
53. F 0.089
54. H 0.139
55. H 0.142
56. H 0.167
57. C -0.089
58. C -0.275
59. O 0.162
60. C -0.523
61. O 0.125
62. O 0.091
63. F 0.056
64. H 0.139
65. H 0.143
66. H 0.170
67. C -0.083
68. C -0.304
69. O 0.148
70. C -0.554
71. O 0.161
72. O 0.098
73. F 0.080
74. H 0.138
75. H 0.139
76. H 0.177
77. C -1.038
78. Cl 0.507
79. Cl 0.475
80. H 0.035
81. H 0.022
82. C -1.020
83. Cl 0.470
84. Cl 0.503
85. H 0.022
86. H 0.026
87. C -1.053
88. Cl 0.519
89. Cl 0.481
90. H 0.023
91. H 0.030

arrangement P comes first in stability; the runner-up is 0.1584 hartree higher.